(1)
ORCA calculation (ωB97M-V with the def2-TZVPD basis set) on a cluster of 2 separate species, C7H12N2O in total.

The geometry in XYZ format:
```
22
C7H12N2O ωB97M-V with the def2-TZVPD basis set
O 1.2977 -2.0227 -2.3113
N -1.0712 -2.2403 -1.8424
N -1.7025 0.2454 0.2301
C -0.5227 -1.5302 -1.0455
C -0.4474 0.8945 -0.1284
C 0.2543 -0.9629 1.3368
C -0.3889 1.5653 -1.4720
C 0.4132 0.3708 2.0913
C 0.3868 1.4620 1.0097
C -0.5191 -0.5923 0.0766
H -0.7112 2.6124 -1.3813
H 0.3011 -2.5842 -2.6830
H 0.6392 1.5542 -1.8592
H 1.2333 -1.3706 1.0483
H -1.0450 1.0632 -2.1944
H -1.9575 0.3602 1.2090
H 1.3973 1.6606 0.6237
H -0.0205 2.4157 1.3757
H -0.2662 -1.7281 1.9289
H 1.8048 -2.0794 -1.4951
H 1.3377 0.3954 2.6809
H -0.4131 0.5111 2.8016
```

Summary:
E = -458.557635 hartree
charge = 0
gap between HOMO and LUMO = 10.0 eV
lowest unoccupied orbital energy = 0.66 eV

=====

(2)
ORCA calculation (ωB97M-V with the def2-TZVPD basis set) on a cluster of 2 separate species, C7H12N2O in total.

The geometry in XYZ format:
```
22
C7H12N2O ωB97M-V with the def2-TZVPD basis set
O -1.4018 -0.9071 0.8963
N 1.1783 0.0058 -0.4533
N 2.8920 -1.0051 0.6347
C -1.0037 1.2703 1.9487
C 2.2362 0.1643 0.3567
C -0.3838 0.7305 -2.2511
C 1.1578 -1.3945 -0.7840
C 2.2046 -1.9703 -0.0725
C 0.2747 0.9305 -0.9129
C -1.5475 0.4085 0.9143
H 0.1090 1.4870 1.9544
H 0.4402 1.9610 -0.4590
H -1.2786 2.3463 1.7991
H 2.4978 1.1399 0.7075
H -0.6461 -1.0416 1.3720
H -1.3354 1.0638 2.9479
H -2.5496 0.7170 0.5099
H 0.4315 0.4855 -2.9520
H -1.1430 -0.0631 -2.1666
H 0.4187 -1.8469 -1.2810
H 2.4939 -2.9905 -0.2251
H -0.8302 1.5100 -2.8174
```

Summary:
E = -458.525848 hartree
charge = 0
gap between HOMO and LUMO (spin up / spin down) = 7.5 / 8.0 eV
lowest unoccupied orbital energy (spin up / spin down) = 0.42 / 0.84 eV

=====

(3)
ORCA calculation (ωB97M-V with the def2-TZVPD basis set) on the molecule C7H12N2O2S.

The geometry in XYZ format:
```
24
C7H12N2O2S ωB97M-V with the def2-TZVPD basis set
S 2.2892 -0.1915 2.9677
O -2.1398 -0.7769 1.2282
O -1.4048 -1.7166 -0.7001
N -0.2090 -0.0514 0.2678
N -0.1399 -0.7668 3.3706
C -0.5474 1.5844 -2.1004
C 0.6213 -0.3656 -0.8870
C 0.6866 -0.0554 2.5539
C -1.3278 -0.8811 0.3422
C 0.7375 0.8083 -1.8873
C -0.1535 -1.6116 -1.4384
C 0.2271 0.8130 1.3879
H 0.2992 -1.3982 4.0015
H -0.8504 2.1013 -1.1752
H -1.1509 -0.8334 3.1594
H -0.5441 1.4900 1.7219
H -0.4679 2.3356 -2.8733
H 1.6152 -0.7304 -0.5813
H 1.0623 1.4259 1.0911
H 1.4759 1.5424 -1.5182
H 0.4775 -2.5009 -1.2692
H -0.3025 -1.5547 -2.5072
H 1.1368 0.4206 -2.8035
H -1.3905 0.9130 -2.3512
```

Summary:
E = -932.132609 hartree
charge = 0
gap between HOMO and LUMO = 9.0 eV
lowest unoccupied orbital energy = 0.62 eV

=====

(4)
ORCA calculation (ωB97M-V with the def2-TZVPD basis set) on the molecule C7H12N2O2S.

The geometry in XYZ format:
```
24
C7H12N2O2S ωB97M-V with the def2-TZVPD basis set
S -2.4001 0.9080 -0.3915
O -3.2926 1.1979 0.6826
O -0.7459 0.7523 0.5037
N -1.3932 -1.6639 -0.2433
N -0.1003 -1.2627 -0.2599
C -3.8759 -1.5981 -0.3783
C 1.6309 0.3850 0.0493
C 2.5010 -0.7947 -0.1714
C 0.2067 -0.0562 0.0724
C 1.8307 1.4225 -1.0026
C 1.7286 1.0967 1.4048
C -2.4622 -1.0287 -0.4246
H 2.5441 -1.3276 0.8255
H -4.2330 -1.1721 0.5995
H 1.0768 1.1681 -1.7903
H 1.4966 2.1167 1.3595
H 2.7554 1.0634 1.7675
H 1.5102 2.3305 -0.7516
H 2.0392 -1.4577 -0.9084
H -3.8400 -2.6182 -0.2927
H 2.8800 1.4744 -1.2981
H 3.5122 -0.4873 -0.3100
H -4.4807 -1.1856 -1.2234
H 1.1116 0.7372 2.1812
```

Summary:
E = -931.967410 hartree
charge = 0
gap between HOMO and LUMO = 8.4 eV
lowest unoccupied orbital energy = -0.44 eV

=====

(5)
ORCA calculation (ωB97M-V with the def2-TZVPD basis set) on a structure of composition C7H12N2O3.

The geometry in XYZ format:
```
24
C7H12N2O3 ωB97M-V with the def2-TZVPD basis set
O -1.5996 2.6565 -1.2276
O -2.0488 0.0082 -0.5730
O -0.5500 3.4522 -3.0133
N 1.3751 -1.1241 0.3163
N -0.0183 0.0901 -1.5697
C -0.4949 -1.2733 1.8660
C 1.6258 -0.2237 1.4055
C -0.4282 1.0307 -2.5359
C -0.0150 -1.1970 0.3190
C -0.8350 -0.2191 -0.5492
C 0.8274 -0.7262 2.6062
C -0.8421 2.5038 -2.2352
H -0.3197 -2.1865 -0.0841
H 1.8657 -2.0726 0.2948
H -1.7985 -0.8942 2.1239
H -2.0270 1.7746 -0.8176
H 0.4415 -0.0933 3.4297
H 0.8963 -0.0515 -1.2383
H -0.5975 -2.4138 2.1002
H 1.0058 0.7766 1.1102
H 0.6228 1.0843 -3.1005
H -1.2725 0.5738 -3.1986
H 2.7935 0.0396 1.5546
H 1.3933 -1.5147 3.0166
```

Summary:
E = -609.073534 hartree
charge = 0
gap between HOMO and LUMO = 10.1 eV
lowest unoccupied orbital energy = 0.35 eV

=====

(6)
ORCA calculation (ωB97M-V with the def2-TZVPD basis set) on the molecule C7H12N2O3.

The geometry in XYZ format:
```
24
C7H12N2O3 ωB97M-V with the def2-TZVPD basis set
O 2.2017 -0.7646 1.4997
O -0.0342 2.3952 -1.1252
O 2.9948 1.0356 0.2728
N -1.4280 0.8755 0.0017
N 0.6440 -1.5228 -0.0721
C 2.2512 0.0803 0.3985
C 1.6370 -0.4531 -2.1173
C -0.3899 1.3944 -0.6193
C 1.3816 -0.4258 -0.6445
C -1.6533 -0.4752 0.4144
C -2.2730 1.8390 0.8309
C -0.3879 -1.0859 0.9162
H 0.0293 -0.3718 1.5911
H 1.8665 0.5968 -2.4047
H -0.6021 -1.9613 1.4888
H -3.2945 2.0383 0.4734
H -2.3399 -0.5823 1.2309
H 1.8947 -1.6571 1.1400
H -1.9645 -1.1836 -0.3705
H -1.9016 2.8219 0.8628
H -2.1353 1.4899 1.9515
H 0.7323 -0.7283 -2.7711
H 2.5186 -1.0563 -2.2648
H 0.2525 -2.2989 -0.6832
```

Summary:
E = -609.030665 hartree
charge = 0
gap between HOMO and LUMO (spin up / spin down) = 7.4 / 7.9 eV
lowest unoccupied orbital energy (spin up / spin down) = 0.07 / 0.40 eV

=====

(7)
ORCA calculation (ωB97M-V with the def2-TZVPD basis set) on the molecule C7H12N2O5.

The geometry in XYZ format:
```
26
C7H12N2O5 ωB97M-V with the def2-TZVPD basis set
O 0.4387 -1.1892 -1.2939
O -4.0328 -1.7309 0.3172
O -0.2074 2.7235 -0.7616
O -2.3764 2.7450 -0.2239
O -2.0919 -2.0874 -0.7157
N -0.1971 0.0555 0.5039
N 3.0517 -0.7607 -0.9492
C -2.9535 -1.3571 -0.0085
C -1.3564 2.1910 -0.3814
C -1.3086 0.5422 -0.3006
C 2.1996 -0.8037 0.1999
C 2.6156 0.1440 1.2896
C 0.7858 -0.6573 -0.1907
C -2.5398 -0.0125 0.3119
H -3.4600 0.6546 0.0844
H 3.0736 0.2225 -1.1165
H 3.5697 -0.1217 1.6606
H 2.2323 -1.8401 0.5450
H 2.6230 1.2511 0.9733
H 1.7904 -0.1203 1.9886
H -1.1543 -1.7568 -0.5859
H 0.4241 2.0096 -0.8808
H -1.1397 0.3342 -1.3807
H -2.5182 0.0864 1.4036
H 0.0520 0.7513 1.2014
H 2.4795 -1.2731 -1.6902
```

Summary:
E = -759.642449 hartree
charge = 0
gap between HOMO and LUMO = 10.0 eV
lowest unoccupied orbital energy = -0.11 eV

=====

(8)
ORCA calculation (ωB97M-V with the def2-TZVPD basis set) on the molecule C7H12N2OS2.

The geometry in XYZ format:
```
24
C7H12N2OS2 ωB97M-V with the def2-TZVPD basis set
S 1.2622 1.7922 0.0628
S -0.5313 2.0910 -0.8902
O 1.8016 -2.1304 -0.9418
N -2.1199 0.0223 -0.0289
N -2.2031 1.7941 1.2476
C 0.8291 -1.2040 1.1015
C 1.8763 0.2280 -0.7697
C -1.6547 1.2209 0.1540
C -3.0456 0.8624 1.8096
C 1.0658 -1.0162 -0.3698
C -2.9644 -0.2152 0.9996
C 2.0004 0.3720 -2.2617
H 2.5180 1.3208 -2.5373
H 2.9113 0.1133 -0.3400
H 1.0142 0.4137 -2.7543
H -2.0538 2.7368 1.5100
H 0.0704 -0.8875 -0.8481
H 0.1909 -2.1055 1.2590
H 1.2815 -2.9163 -0.8467
H -3.5144 0.9900 2.7730
H -3.3980 -1.2064 1.1355
H 0.2843 -0.3730 1.5520
H 1.8007 -1.4004 1.6447
H 2.5784 -0.5025 -2.6609
```

Summary:
E = -1255.064344 hartree
charge = 0
gap between HOMO and LUMO = 9.6 eV
lowest unoccupied orbital energy = 0.59 eV

=====

(9)
ORCA calculation (ωB97M-V with the def2-TZVPD basis set) on a structure of composition C7H12N2P.

The geometry in XYZ format:
```
22
C7H12N2P ωB97M-V with the def2-TZVPD basis set
P -1.4286 -2.0544 0.1670
N -0.8200 1.0511 -0.0675
N -3.4632 0.9689 -0.3878
C 3.4266 0.8192 0.2262
C 1.2534 -0.0963 0.0340
C 1.8193 -1.3560 -0.2083
C 2.0725 1.0822 0.1246
C -0.1032 0.0179 0.0642
C 3.1470 -1.5008 -0.4725
C 3.9653 -0.4355 -0.1008
H -0.8067 -2.3040 1.3315
H -0.4611 2.0157 -0.0885
H 1.8554 2.1640 0.2824
H 1.1932 -2.1502 -0.3294
H 4.2106 1.4734 0.3814
H -3.3049 -0.0150 -0.5857
H -3.7392 1.4291 -1.2194
H -2.4779 -1.6436 0.9438
H -2.0363 1.2259 -0.0042
H 3.6603 -2.3545 -0.7595
H -4.0906 0.9220 0.3833
H 5.0603 -0.3960 0.0461
```

Summary:
E = -724.443044 hartree
charge = +1
gap between HOMO and LUMO = 9.0 eV
lowest unoccupied orbital energy = -4.14 eV

=====

(10)
ORCA calculation (ωB97M-V with the def2-TZVPD basis set) on the ion C7H12N3 with charge +1.

The geometry in XYZ format:
```
22
C7H12N3 ωB97M-V with the def2-TZVPD basis set
N 0.7337 -1.1165 0.9276
N -1.6392 -1.2926 0.8939
N 2.5223 -0.9182 -0.7119
C -0.7318 2.6101 0.6171
C -0.0994 1.6489 0.0852
C -1.8599 -0.4503 -0.1847
C 1.2096 -0.4366 -0.3879
C -2.5796 -0.6038 -1.2750
C -0.4774 -1.5762 1.3957
C 1.2604 1.0716 -0.1224
H -2.3733 -1.7789 1.3848
H 1.9044 1.4452 -0.8838
H 3.1640 -0.6831 -0.0226
H -3.1818 -1.3641 -1.6984
H -0.0884 3.5342 1.0860
H -0.4320 -2.2859 2.2029
H 0.5438 -0.6776 -1.2409
H 2.7735 -1.1412 -1.6563
H 1.8953 1.1794 0.7162
H -1.7511 2.9097 0.4744
H 1.4910 -1.4774 1.4307
H -2.5281 0.4162 -1.7151
```

Summary:
E = -437.732350 hartree
charge = +1
gap between HOMO and LUMO (spin up / spin down) = 8.8 / 7.3 eV
lowest unoccupied orbital energy (spin up / spin down) = -3.87 / -4.66 eV